Entry 1:
Below is 2 unconnected molecules or ions with the total composition C2H6O4P2, with properties calculated with ωB97M-V/def2-TZVPD.

Geometry (Å):
C  -1.08  -0.41  0.16
C  0.21  -0.90  -0.38
O  2.38  -0.26  1.02
O  2.26  -2.69  0.02
O  0.74  -2.11  2.02
O  0.55  1.71  -2.67
P  1.48  1.27  -1.58
P  1.47  -1.63  0.77
H  -1.13  0.54  0.85
H  -1.52  -1.24  0.66
H  -1.66  -0.01  -0.69
H  0.05  -1.84  -1.06
H  2.24  0.17  0.19
H  0.93  1.80  -0.38

## Properties
2S+1: 1
net charge: -2
HOMO level (alpha / beta): 0.71 / 0.70 eV

---

Entry 2:
Below is a molecular structure, C21H42Cl9CrO6, with properties calculated with ωB97M-V/def2-TZVPD.

Geometry (Å):
Cr  1.00  0.46  0.83
Cl  1.66  -1.62  -0.25
Cl  2.08  0.10  2.99
Cl  2.50  2.11  -0.18
C  4.68  -2.87  2.16
Cl  5.86  -3.04  0.82
Cl  5.33  -3.53  3.63
H  4.61  -1.79  2.31
H  3.76  -3.41  1.92
C  3.80  3.15  3.98
Cl  5.05  4.09  4.89
Cl  2.62  4.20  3.10
H  4.30  2.56  3.21
H  3.23  2.46  4.61
C  5.59  0.33  -0.95
Cl  6.77  0.14  0.38
Cl  6.21  -0.29  -2.52
H  4.67  -0.21  -0.71
H  5.37  1.37  -1.18
C  -2.50  -0.76  3.26
C  -1.95  -0.98  1.88
O  -0.92  -0.45  1.44
C  -2.77  -1.85  0.93
H  -1.76  -0.29  3.91
H  -2.75  -1.76  3.61
H  -3.38  -0.12  3.24
H  -3.18  -2.78  1.33
H  -2.05  -2.03  0.12
H  -3.66  -1.36  0.55
C  -5.45  1.68  0.08
C  -4.19  1.88  0.88
O  -3.09  1.53  0.37
C  -4.19  2.51  2.24
H  -5.81  2.61  -0.37
H  -6.33  1.33  0.62
H  -5.14  1.06  -0.76
H  -5.25  2.56  2.48
H  -3.71  3.49  2.12
H  -3.58  1.92  2.92
C  0.45  -4.79  0.30
C  -0.33  -4.65  -0.91
O  -1.46  -4.28  -0.86
C  0.29  -5.10  -2.20
H  -0.01  -4.20  1.10
H  1.49  -4.46  0.21
H  0.44  -5.81  0.67
H  1.32  -4.76  -2.21
H  -0.26  -4.82  -3.11
H  0.27  -6.19  -2.26
C  -0.76  3.53  3.49
C  -0.59  3.16  2.04
O  -0.20  2.06  1.76
C  -1.02  4.25  1.10
H  -0.09  4.33  3.81
H  -0.38  2.69  4.07
H  -1.83  3.65  3.66
H  -1.84  4.83  1.54
H  -1.27  3.83  0.12
H  -0.23  4.98  0.91
C  -1.62  -0.23  -2.49
C  -1.02  0.95  -1.85
O  -0.39  0.82  -0.76
C  -1.31  2.32  -2.42
H  -0.92  -1.04  -2.28
H  -1.65  -0.01  -3.56
H  -2.64  -0.40  -2.17
H  -0.70  3.04  -1.89
H  -2.36  2.57  -2.24
H  -1.02  2.35  -3.47
C  1.09  -0.43  -6.08
C  1.28  -0.58  -4.59
O  1.30  0.38  -3.86
C  1.36  -2.03  -4.12
H  0.28  -1.06  -6.45
H  1.96  -0.80  -6.62
H  0.77  0.58  -6.34
H  1.87  -1.95  -3.16
H  1.91  -2.67  -4.81
H  0.36  -2.44  -3.95

## Properties
2S+1: 4
<S²>: 3.829
net charge: 0
HOMO level (alpha / beta): -9.42 / -9.38 eV

---

Entry 3:
Below is a single C4H12N2O molecule, with properties calculated with ωB97M-V/def2-TZVPD.

Geometry (Å):
N  -3.15  1.23  0.59
C  -2.15  0.46  -0.11
C  -1.17  -0.50  0.58
N  0.08  -0.84  -0.06
C  0.91  0.31  -0.32
C  2.40  -0.02  -0.84
O  3.31  -0.71  0.11
H  2.68  -1.00  0.76
H  -3.97  0.73  0.88
H  -2.83  1.78  1.33
H  -1.51  1.09  -0.74
H  -2.90  -0.09  -0.73
H  -0.98  -0.16  1.59
H  -1.76  -1.52  0.71
H  -0.01  -1.52  -0.90
H  0.55  1.03  -1.18
H  0.86  0.74  0.74
H  2.79  0.98  -1.26
H  2.13  -0.68  -1.63

## Properties
SMILES string: NCCNCCO
2S+1: 1
net charge: 0
HOMO level: -8.62 eV

---

Entry 4:
Below is a molecular structure, C33H30IrN7Se2, with properties calculated with ωB97M-V/def2-TZVPD.

Geometry (Å):
Ir  -0.26  -0.03  -0.34
C  -0.32  4.30  0.39
C  -0.67  3.01  0.04
N  0.12  1.97  0.29
C  1.29  2.19  0.98
C  1.61  3.52  1.33
N  0.84  4.51  1.02
C  2.06  1.04  1.34
C  3.25  1.09  2.05
C  3.87  -0.07  2.52
C  3.22  -1.29  2.21
C  2.07  -1.30  1.45
N  1.51  -0.16  0.99
C  1.29  -2.51  1.20
C  1.75  -3.83  1.42
N  0.94  -4.84  1.32
C  -0.33  -4.66  1.01
C  -0.77  -3.38  0.68
N  0.04  -2.34  0.75
C  5.09  -0.03  3.34
C  5.64  1.18  3.78
C  6.79  1.15  4.57
N  7.32  0.01  4.90
C  6.86  -1.15  4.53
C  5.73  -1.22  3.72
H  -0.93  5.16  0.18
H  -1.61  2.81  -0.46
H  2.51  3.76  1.87
H  3.68  2.06  2.25
H  3.58  -2.22  2.60
H  2.78  -4.05  1.65
H  -0.98  -5.53  1.00
H  -1.79  -3.20  0.35
H  5.23  2.14  3.55
H  7.25  2.06  4.93
H  7.39  -2.03  4.86
H  5.40  -2.19  3.42
C  3.48  -0.30  -2.65
Se  2.07  0.94  -2.13
C  1.43  1.31  -3.96
C  0.25  2.26  -4.01
Se  -1.39  1.50  -3.22
C  -2.44  3.14  -3.27
H  3.06  -1.12  -3.24
H  3.97  -0.69  -1.76
H  4.20  0.24  -3.26
H  1.20  0.35  -4.43
H  2.28  1.76  -4.48
H  0.02  2.49  -5.05
H  0.46  3.20  -3.49
H  -1.87  3.94  -2.82
H  -3.37  2.97  -2.73
H  -2.66  3.38  -4.31
C  -0.55  -3.12  -3.41
C  -1.93  -3.28  -3.56
C  -2.79  -2.52  -2.79
C  -2.27  -1.60  -1.88
N  -0.93  -1.45  -1.75
C  -0.10  -2.20  -2.48
C  -3.04  -0.76  -0.98
C  -4.43  -0.76  -0.88
C  -5.07  0.03  0.05
C  -4.33  0.81  0.93
C  -2.94  0.84  0.83
C  -2.29  0.09  -0.13
H  0.14  -3.70  -3.98
H  -2.32  -4.00  -4.27
H  -3.85  -2.63  -2.89
H  0.96  -2.06  -2.30
H  -5.01  -1.39  -1.54
H  -6.15  0.03  0.11
H  -4.82  1.39  1.69
H  -2.40  1.46  1.53

## Properties
2S+1: 2
<S²>: 1.097
net charge: +3
HOMO level (alpha / beta): -15.72 / -15.72 eV

---

Entry 5:
Below is 2 unconnected molecules or ions with the total composition C29H28N4O4P, with properties calculated with ωB97M-V/def2-TZVPD.

Geometry (Å):
C  -3.70  3.39  -2.43
C  -4.05  3.67  -1.10
C  -3.73  2.77  -0.08
C  -3.00  1.61  -0.38
P  -2.18  0.58  0.91
C  -1.55  1.89  2.01
C  -2.02  2.12  3.30
C  -1.48  3.17  4.06
C  -0.45  3.96  3.55
C  0.05  3.70  2.27
C  -0.50  2.67  1.51
C  -3.29  -0.53  1.72
C  -3.57  -1.76  1.14
N  -3.85  -2.83  0.71
O  -1.02  -0.13  0.28
C  -2.77  1.27  -1.72
C  -3.10  2.17  -2.74
H  -3.90  4.12  -3.22
H  -4.57  4.60  -0.87
H  -4.04  2.98  0.95
H  -2.82  1.50  3.71
H  -1.88  3.38  5.06
H  -0.02  4.78  4.14
H  0.87  4.30  1.86
H  -0.11  2.47  0.50
H  -3.91  -0.18  2.55
H  -2.31  0.31  -1.95
H  -2.87  1.92  -3.77
C  -8.28  -4.61  5.31
N  -6.99  -4.93  5.89
C  -7.04  -5.19  7.32
C  -5.82  -4.40  5.33
C  -5.71  -3.01  5.06
C  -4.50  -2.48  4.63
C  -3.43  -3.33  4.27
C  -2.20  -2.85  3.64
C  -1.19  -2.21  4.28
C  0.12  -2.16  3.62
O  0.34  -2.63  2.50
N  1.18  -1.57  4.33
C  2.48  -1.60  3.71
C  1.04  -0.94  5.58
O  1.96  -0.33  6.14
N  -0.22  -1.03  6.18
C  -0.31  -0.40  7.49
C  -1.35  -1.64  5.63
O  -2.40  -1.66  6.28
C  -3.58  -4.72  4.47
C  -4.71  -5.24  5.07
H  -8.25  -4.71  4.22
H  -9.01  -5.32  5.72
H  -8.61  -3.59  5.56
H  -6.07  -5.56  7.67
H  -7.30  -4.27  7.88
H  -7.82  -5.93  7.50
H  -6.55  -2.35  5.26
H  -4.37  -1.40  4.53
H  -2.02  -3.19  2.63
H  3.14  -0.96  4.30
H  2.87  -2.63  3.71
H  2.39  -1.27  2.68
H  -1.31  -0.58  7.87
H  0.45  -0.83  8.15
H  -0.10  0.67  7.40
H  -2.75  -5.37  4.18
H  -4.80  -6.30  5.30

## Properties
2S+1: 1
net charge: -1
HOMO level: -3.87 eV

---

Total energy values (in a.u.) by entry order: -1063.490197 -6463.079701 -344.277400 -6564.998104 -1983.324245.
F_max values (in eV/Å) by entry order: 3.4 4.1 4.0 2.5 2.3.